Formula: C45H102O31P4S3
Source: the Open Molecules 2025 dataset
Level of theory: ωB97M-V/def2-TZVPD

```
185
C45H102O31P4S3 ωB97M-V/def2-TZVPD
C 2.085 -3.341 -0.723
C 1.901 -3.452 -2.230
O 0.969 -4.488 -2.514
P 0.661 -4.952 -4.008
O -0.181 -6.155 -4.012
O 2.033 -5.023 -4.837
C 2.823 -6.186 -4.693
C 3.186 -6.808 -6.033
O 0.012 -3.669 -4.744
C -1.209 -3.205 -4.152
C -2.449 -4.064 -4.310
H 2.463 -4.296 -0.355
H 2.794 -2.564 -0.441
H 1.134 -3.136 -0.229
H 1.690 -2.462 -2.628
H 2.865 -3.762 -2.655
H 3.764 -5.941 -4.179
H 2.407 -6.932 -4.009
H 3.586 -6.047 -6.704
H 3.983 -7.535 -5.887
H 2.282 -7.241 -6.460
H -1.065 -3.001 -3.090
H -1.491 -2.243 -4.581
H -2.596 -4.400 -5.346
H -2.517 -4.921 -3.649
H -3.302 -3.379 -4.368
C -8.533 -2.785 3.825
C -7.959 -1.392 3.694
O -6.535 -1.476 3.565
P -5.485 -0.527 4.319
O -6.027 0.733 4.870
O -4.767 -1.446 5.435
C -5.474 -2.351 6.284
C -4.414 -3.146 7.024
O -4.290 -0.389 3.254
C -3.249 0.570 3.410
C -2.019 0.143 2.613
H -9.618 -2.636 3.763
H -8.306 -3.490 3.028
H -8.341 -3.248 4.793
H -8.269 -0.997 2.721
H -8.326 -0.694 4.445
H -6.093 -1.783 6.986
H -6.185 -2.949 5.709
H -4.854 -3.675 7.876
H -4.008 -3.933 6.391
H -3.662 -2.505 7.477
H -3.560 1.594 3.210
H -2.989 0.600 4.475
H -1.206 -0.318 3.172
H -2.321 -0.568 1.842
H -1.591 0.984 2.064
C 5.940 3.515 5.121
C 5.730 4.265 3.814
O 5.097 3.381 2.864
P 4.185 3.936 1.651
O 4.833 4.988 0.860
O 3.855 2.601 0.872
C 4.193 2.418 -0.487
C 3.412 3.241 -1.498
O 2.843 4.344 2.432
C 2.002 5.430 1.965
C 1.872 6.480 3.009
H 5.027 3.630 5.704
H 6.144 2.473 4.869
H 6.833 3.846 5.648
H 5.121 5.164 3.903
H 6.709 4.417 3.353
H 5.258 2.615 -0.648
H 4.087 1.366 -0.755
H 2.382 3.371 -1.151
H 3.828 4.189 -1.832
H 3.313 2.670 -2.424
H 2.339 5.780 0.995
H 1.033 4.943 1.841
H 1.081 7.210 2.812
H 2.035 6.172 4.042
H 2.617 7.301 3.015
C 8.186 -3.383 4.992
C 8.304 -2.383 3.816
O 7.024 -2.055 3.299
P 6.041 -1.002 4.078
O 6.715 -0.021 4.923
O 5.131 -2.027 4.911
C 5.070 -1.893 6.337
C 4.053 -0.869 6.719
O 5.204 -0.502 2.803
C 4.242 -1.420 2.252
C 2.848 -0.813 2.181
H 7.564 -4.241 4.728
H 9.164 -3.819 5.209
H 7.751 -2.959 5.896
H 8.794 -1.456 4.112
H 8.753 -2.989 3.028
H 4.810 -2.873 6.746
H 6.014 -1.759 6.876
H 3.923 -0.801 7.805
H 4.158 0.136 6.322
H 3.073 -1.300 6.483
H 4.615 -1.526 1.223
H 4.302 -2.436 2.637
H 2.567 -0.489 3.185
H 2.713 0.047 1.527
H 2.232 -1.629 1.793
O -1.903 -0.735 -0.784
S -0.798 -0.149 -1.536
O 0.170 -0.880 -2.330
C -1.574 1.177 -2.579
C -1.068 2.519 -2.140
C -0.648 2.405 -0.649
C 0.081 1.082 -0.408
H -2.665 1.195 -2.551
H -1.409 1.047 -3.649
H -0.237 2.866 -2.753
H -1.873 3.251 -2.181
H -1.524 2.343 0.005
H -0.104 3.275 -0.280
H 0.239 0.691 0.593
H 1.075 1.166 -0.861
O -2.041 -4.603 1.856
S -3.304 -4.061 1.369
O -3.907 -2.969 2.085
C -3.441 -3.752 -0.454
C -4.392 -4.788 -1.009
C -5.380 -5.260 0.088
C -4.530 -5.479 1.311
H -2.438 -3.912 -0.852
H -3.725 -2.743 -0.746
H -4.944 -4.468 -1.891
H -3.749 -5.624 -1.298
H -5.839 -6.186 -0.255
H -6.135 -4.484 0.221
H -3.933 -6.380 1.148
H -5.056 -5.618 2.253
O 1.770 1.272 -6.773
S 1.738 0.794 -5.440
O 0.931 1.449 -4.416
C 1.515 -0.949 -5.492
C 2.880 -1.577 -5.686
C 3.853 -0.748 -4.795
C 3.494 0.722 -4.873
H 0.691 -1.310 -6.105
H 1.166 -1.231 -4.491
H 2.931 -2.659 -5.579
H 3.247 -1.454 -6.712
H 4.851 -0.988 -5.162
H 3.734 -1.210 -3.813
H 4.007 1.386 -5.567
H 3.554 1.226 -3.911
C -2.816 2.608 -6.574
O -3.921 1.712 -6.722
C -4.640 1.312 -5.670
O -4.440 1.607 -4.521
O -5.677 0.650 -6.151
C -6.782 0.357 -5.311
H -1.933 2.101 -6.944
H -2.827 3.016 -5.561
H -3.082 3.497 -7.150
H -6.563 0.224 -4.252
H -7.269 -0.522 -5.720
H -7.446 1.224 -5.368
C -5.647 2.799 2.610
O -4.714 3.431 1.740
C -4.972 3.551 0.453
O -5.896 3.016 -0.115
O -3.984 4.178 -0.153
C -4.080 4.556 -1.506
H -6.611 3.305 2.588
H -5.274 2.902 3.625
H -5.665 1.745 2.348
H -3.157 4.993 -1.875
H -4.940 5.193 -1.710
H -4.223 3.595 -2.014
C -0.386 6.505 -2.998
O 0.739 7.310 -2.792
C 1.413 7.136 -1.653
O 1.012 6.524 -0.704
O 2.601 7.691 -1.844
C 3.650 7.331 -0.949
H -0.307 5.443 -2.767
H -0.770 6.600 -4.015
H -1.300 6.836 -2.488
H 3.496 7.722 0.057
H 4.670 7.565 -1.242
H 3.666 6.246 -0.824
```

Computed properties:
E_HOMO	-10.0	eV
orbital gap	10.3	eV
LUMO	0.374	eV
calculated total energy	-6668.542752	Eh